1.
Molecular formula: C32H56CoN2O3P2
Method: DFT, wB97M-V/def2-TZVPD

Last column: Löwdin spin population.
Element x y z (Å)
Co 0.5667 3.2843 -1.1250  1.13
C 2.7591 -0.3742 0.2957  0.33
C 2.7595 1.0217 0.5398  0.31
C 1.2308 0.0482 1.9598  0.32
C 1.8366 -0.9750 1.1888  0.32
C 1.8199 1.2869 1.5782  0.30
C 3.6618 -1.0717 -0.6465  0.05
H 3.7258 -0.5499 -1.6093  0.01
H 3.3075 -2.0934 -0.8238  0.00
H 4.6839 -1.1363 -0.2426  0.02
C 1.6033 -2.4193 1.4056  0.05
H 2.1532 -3.0385 0.6889  0.00
H 0.5341 -2.6737 1.3571  0.02
H 1.9312 -2.7178 2.4143  0.02
C 0.2641 -0.1851 3.0564  0.05
H 0.7673 -0.6403 3.9282  0.02
H -0.5221 -0.8872 2.7379  0.01
H -0.2211 0.7353 3.4009  0.00
C 1.6010 2.6010 2.2001  0.04
H 2.4535 2.8874 2.8385  0.02
H 0.7033 2.5832 2.8269  0.00
H 1.4811 3.3937 1.4359  0.01
C 3.6679 1.9986 -0.0830  0.04
H 4.6632 1.9702 0.3919  0.02
H 3.2886 3.0258 0.0049  0.00
H 3.8124 1.7879 -1.1537  0.01
C -0.2719 2.2366 -2.3807  -0.02
C 1.2032 2.2329 -2.4539  -0.04
C 1.9368 3.1176 -3.4200  -0.01
C 2.0873 4.5918 -2.8907  -0.01
C 1.1766 4.8903 -1.7380  -0.02
C -0.2677 4.7370 -1.8506  -0.03
C -0.9094 4.5217 -3.2210  -0.01
C -1.0496 2.9894 -3.4537  -0.01
H 1.5126 3.1124 -4.4409  0.00
H 1.9547 5.2856 -3.7311  0.00
H 2.9688 2.7401 -3.4896  0.00
H -0.7042 2.7084 -4.4600  0.00
H -0.7736 1.3356 -1.9754  0.01
H 1.6828 1.2714 -2.2985  0.00
H -2.1123 2.7019 -3.3650  0.00
H -1.9161 4.9682 -3.2119  0.00
H -0.9364 5.2385 -1.1227  0.01
H -0.3489 4.9991 -4.0429  0.00
H 3.1214 4.7188 -2.5298  0.00
H 1.5865 5.6090 -1.0175  0.01
P -0.1694 -1.7113 -1.9596  0.02
C -0.0961 -3.4356 -1.3240  0.00
H -0.5679 -4.1056 -2.0551  0.00
H -0.6358 -3.4870 -0.3651  0.00
H 0.9503 -3.7314 -1.1733  0.00
C -1.8167 -1.8788 -2.7503  0.00
H -1.8536 -2.8403 -3.2796  0.00
H -1.9646 -1.0550 -3.4591  0.00
H -2.5843 -1.8427 -1.9575  0.00
C 0.8803 -2.0093 -3.4419  0.00
H 0.8867 -1.1065 -4.0660  0.00
H 0.4782 -2.8599 -4.0103  0.00
H 1.9059 -2.2284 -3.1131  0.00
P -2.7825 0.8938 1.0393  0.53
C -1.9674 2.5559 1.2032  0.09
H -2.6188 3.3623 0.8487  0.02
H -1.0883 2.5721 0.5310  0.01
H -1.5728 2.8058 2.1852  0.00
C -3.6458 1.4626 -0.4965  0.05
H -3.2234 2.4197 -0.8330  0.00
H -4.7121 1.5969 -0.3498  0.01
H -3.4589 0.7267 -1.2841  0.00
C -3.9161 0.6717 2.4780  0.08
H -4.2320 1.6429 2.9001  0.01
H -3.3107 0.1175 3.2231  0.00
H -4.7521 0.0536 2.1780  0.00
C -1.9064 -3.0224 5.2632  0.00
C -3.1031 -3.2056 4.3406  0.00
C -2.9419 -4.2312 3.1850  0.00
C -2.8228 -5.6961 3.6799  0.00
C -1.6399 -6.0446 4.5549  0.00
C -4.2256 -4.1570 2.3363  0.00
O -5.2495 -4.7837 2.5549  0.00
N -4.1608 -3.2575 1.2917  0.01
C -3.0498 -2.5646 0.8378  0.01
O -3.2533 -1.6667 -0.0124  0.14
N -1.8369 -2.9022 1.3187  0.02
C -1.7350 -3.8235 2.2944  0.00
O -0.6130 -4.3185 2.5440  0.01
H -2.0204 -3.6168 6.1772  0.00
H -1.8310 -1.9699 5.5607  0.00
H -0.9691 -3.3085 4.7704  0.00
H -3.9857 -3.5220 4.9186  0.00
H -3.3586 -2.2319 3.8882  0.00
H -3.7582 -5.9374 4.2058  0.00
H -2.7889 -6.3282 2.7776  0.00
H -1.7800 -5.6914 5.5799  0.00
H -1.5262 -7.1322 4.5746  0.00
H -0.7351 -5.6078 4.1212  0.00
H -5.0248 -3.0682 0.7833  0.00

For the energy, the calculation gives -3653.143100 a.u. The spin multiplicity is 5. The calculation puts the energy above the lowest of the compared OMol25 structures with the same formula, charge and spin at 2.668 eV. The orbital gap (spin up / spin down) comes out at 7.647 / 4.493 eV. The charge is +1. The calculation puts the HOMO energy (spin up / spin down) at -10.29 / -10.71 eV. The expectation value of S² is 6.106.

***

2.
Molecular formula: C4H12F2NaO2S2
Method: DFT, wB97M-V/def2-TZVPD

Last column: Mulliken charge in e.
Element x y z (Å)
Na -1.7810 -0.2563 0.9715  0.83
F -1.3316 1.4500 2.4950  -0.92
F -3.9083 -0.7929 1.7763  -0.95
C -0.7349 1.1341 -3.4448  -0.92
S -0.8673 1.9150 -1.8263  0.40
O -1.6478 0.9736 -1.0145  -0.51
C 0.8856 1.7305 -1.3905  -0.70
H -0.2463 1.8117 -4.1453  0.35
H -1.7596 0.9351 -3.7532  0.34
H -0.2058 0.1858 -3.3597  0.25
H 1.4228 2.5248 -1.9059  0.43
H 1.1933 0.7287 -1.6822  0.21
H 0.9201 1.8219 -0.3077  0.13
C 0.3709 -2.6726 1.9889  -0.96
S 1.2225 -1.6374 0.8019  0.38
O 0.2113 -1.1703 -0.1896  -0.54
C 1.3897 -0.2337 1.9057  -0.75
H 1.0527 -3.1009 2.7247  0.37
H -0.0766 -3.4913 1.4256  0.32
H -0.3993 -2.1208 2.5306  0.36
H 0.4035 0.1983 2.1684  0.28
H 1.9601 0.5500 1.4076  0.24
H 1.9260 -0.4834 2.8234  0.37

For the energy, the calculation gives -1468.516995 a.u. The calculation puts the energy above the lowest of the compared OMol25 structures with the same formula, charge and spin at 0.000 eV. The orbital gap comes out at 6.207 eV. The charge is -1. The calculation puts the HOMO energy at -3.95 eV.

***

3.
Molecular formula: C30H54N7OP2Pd
Method: DFT, wB97M-V/def2-TZVPD

Last column: Löwdin spin population.
Element x y z (Å)
C 1.0777 -0.4745 -2.5261  0.01
C -0.0323 1.5934 -2.2430  0.01
C 1.1016 -0.3162 -3.9171  0.00
C 0.1323 1.8646 -3.6332  0.00
C 0.6889 0.9109 -4.4591  0.00
H 1.4522 -1.1489 -4.5255  0.00
H -0.2168 2.8279 -4.0028  0.00
H 0.8116 1.0802 -5.5306  0.00
N 0.6057 0.4856 -1.7269  0.10
P 2.0284 -1.6701 -0.1456  0.13
P -1.4339 1.9869 0.2103  0.14
C 1.4926 -1.8096 -1.9134  0.01
H 0.6253 -2.4851 -1.9583  0.00
H 2.2766 -2.2852 -2.5182  0.00
C 0.6505 0.4450 2.3777  0.06
O 0.4608 0.5344 3.5150  0.00
C -0.8639 2.3632 -1.4057  0.01
H -1.2635 3.2782 -1.8625  0.00
C -3.3368 1.7764 -0.2752  0.03
C -1.3756 3.6197 1.2366  0.02
C 1.6670 -3.2976 0.7747  0.02
C 3.8697 -1.4135 -0.4154  0.02
C -3.9171 0.9362 0.8605  0.00
H -3.8956 1.4791 1.8141  0.00
H -4.9650 0.6780 0.6404  0.00
H -3.3470 0.0087 0.9799  0.00
C -4.1293 3.0820 -0.4243  0.01
H -4.1825 3.6730 0.4972  0.00
H -3.7400 3.7071 -1.2401  0.00
H -5.1666 2.8156 -0.6935  0.00
C -3.4295 1.0552 -1.6162  0.00
H -4.4765 0.8121 -1.8473  0.00
H -3.0554 1.6734 -2.4387  0.00
H -2.8613 0.1215 -1.5997  0.00
C -2.3482 3.5223 2.4293  0.00
H -2.0965 2.6537 3.0564  0.00
H -2.2249 4.4220 3.0515  0.00
H -3.4057 3.4563 2.1585  0.00
C 0.0138 3.8041 1.8469  0.00
H 0.3138 2.9472 2.4582  0.00
H 0.7711 3.9807 1.0770  0.00
H -0.0147 4.6935 2.4954  0.00
C -1.5890 4.8489 0.3499  0.01
H -2.5744 4.9206 -0.1128  0.00
H -1.4536 5.7422 0.9787  0.00
H -0.8369 4.8801 -0.4472  0.00
C 4.5013 -1.1520 0.9597  0.00
H 5.5456 -0.8395 0.8038  0.00
H 3.9794 -0.3427 1.4844  0.00
H 4.5026 -2.0392 1.6072  0.00
C 4.0351 -0.1619 -1.2834  0.00
H 3.6987 -0.3219 -2.3143  0.00
H 3.4799 0.6763 -0.8520  0.00
H 5.0991 0.1096 -1.3034  0.00
C 4.5709 -2.5943 -1.1190  0.01
H 5.5301 -2.2258 -1.5139  0.00
H 4.8061 -3.4155 -0.4328  0.00
H 4.0039 -2.9941 -1.9694  0.00
C 0.6192 -4.0811 -0.0198  0.00
H 1.0113 -4.4768 -0.9656  0.00
H 0.2771 -4.9374 0.5836  0.00
H -0.2555 -3.4526 -0.2227  0.00
C 1.0344 -2.9282 2.1274  0.00
H 0.1103 -2.3583 1.9725  0.00
H 0.7799 -3.8565 2.6619  0.00
H 1.7118 -2.3411 2.7608  0.00
C 2.8850 -4.2051 1.0135  0.01
H 3.3195 -4.5711 0.0752  0.00
H 3.6636 -3.7301 1.6235  0.00
H 2.5454 -5.0950 1.5692  0.00
Pd 0.6809 0.3308 0.4119  1.19
N -1.0557 -1.1048 0.0802  0.09
C -2.0990 -1.5008 -0.2856  0.00
C -3.2746 -2.5331 -0.3080  0.00
C -4.3059 -2.0742 -1.3285  0.00
C -2.8087 -3.9287 -0.7218  0.00
C -3.9030 -2.6509 1.0833  0.00
H -4.7699 -1.1320 -1.0233  0.00
H -3.8212 -1.9386 -2.3024  0.00
H -5.1010 -2.8213 -1.4402  0.00
H -2.1912 -4.4091 0.0474  0.00
H -3.6837 -4.5810 -0.8792  0.00
H -2.2509 -3.8833 -1.6631  0.00
H -4.6725 -3.4396 1.0950  0.00
H -3.1479 -2.9200 1.8371  0.00
H -4.3834 -1.7152 1.3872  0.00
N 4.1459 3.0396 3.4949  0.00
N 3.7413 2.5412 2.2723  0.00
N 3.7110 3.3618 1.1888  0.01
C 2.8671 2.7191 0.3864  0.00
N 2.3251 1.6429 0.9943  0.10
N 2.8416 1.5360 2.2237  0.01
H 4.3260 2.2770 4.1388  0.00
H 4.9188 3.6783 3.3581  0.00
H 2.6494 3.0609 -0.6232  0.00

For the energy, the calculation gives -2444.297522 a.u. The spin multiplicity is 3. The orbital gap (spin up / spin down) comes out at 6.006 / 5.117 eV. The charge is +1. The calculation puts the HOMO energy (spin up / spin down) at -8.62 / -8.58 eV. The expectation value of S² is 2.014.

***

4.
Molecular formula: C5H13NS2
Method: DFT, wB97M-V/def2-TZVPD

Last column: Mulliken charge in e.
Element x y z (Å)
N -1.1640 0.8582 2.8503  -0.60
C -0.2673 0.0372 1.9259  -0.46
C 0.8411 0.8281 1.3663  -0.16
S 0.4109 2.3830 0.6047  -0.06
S -0.8744 -2.5273 -0.6312  -0.27
C 0.5522 -1.4483 -0.7845  -0.60
C 0.3224 -0.1398 -1.5018  0.34
C -0.0856 -0.2482 -2.9640  -1.16
H -0.5063 1.2759 3.4981  0.24
H -1.7841 0.2085 3.3132  0.25
H 0.1617 -0.8270 2.4216  0.36
H -0.9874 -0.1266 1.1092  0.21
H 1.8642 0.9527 1.6954  0.34
H -0.7960 2.0274 0.1127  0.23
H 0.7965 -1.2144 0.2817  -0.02
H 1.4124 -2.0402 -1.1162  0.36
H 1.1538 0.5445 -1.3545  0.39
H -0.4245 0.3420 -0.8627  -0.30
H -0.7548 0.5608 -3.2669  0.32
H 0.7857 -0.2748 -3.6181  0.30
H -0.6564 -1.1716 -3.0790  0.31

For the energy, the calculation gives -1049.256075 a.u. The calculation puts the energy above the lowest of the compared OMol25 structures with the same formula, charge and spin at 4.918 eV. The orbital gap comes out at 4.318 eV. The calculation puts the HOMO energy at -7.00 eV.